# 1
25
Properties=species:S:1:pos:R:3:forces:R:3 method="wB97M-V/def2-TZVPD" relative_energy_kcal_mol=106.9 e_lumo_ev=0.88
C 0.4017 0.2124 1.0698 3.02 -3.01 0.61
C -0.5966 0.9841 -1.1428 0.86 -2.27 0.26
C 0.3059 -0.4113 -0.2280 -2.68 4.90 -3.22
C -2.0514 0.5804 -1.2350 -0.21 0.18 -0.16
C 0.0768 1.1025 -2.4954 -0.05 0.11 -0.08
N -0.7104 0.1311 1.8855 -1.07 0.12 0.99
N 1.1902 1.3404 1.2070 -0.72 -0.56 -0.17
C 1.4514 -1.6006 1.4575 -0.48 1.23 1.76
C 0.9884 -2.8406 1.3658 -0.28 0.16 -0.27
H -0.5228 1.9415 -0.6219 0.24 -0.30 0.28
H -0.7548 -0.6822 2.4845 0.06 0.03 -0.32
H 1.8915 1.5009 0.5020 -0.05 0.21 0.34
H -0.9685 0.9638 2.3930 0.23 0.09 -0.04
H 1.1815 1.8434 2.0808 0.38 -0.21 -0.24
H 1.2161 -0.4988 -0.8022 0.16 -0.25 0.18
H -0.4044 -1.2204 -0.3057 0.24 -0.20 0.17
H 2.3126 -1.4276 2.1078 0.15 0.02 -0.04
H -0.3959 1.8653 -3.1241 -0.04 -0.04 0.00
H -2.6280 1.2589 -1.8737 0.06 0.08 -0.06
H -2.1534 -0.4147 -1.6764 -0.06 -0.04 0.13
H -2.5284 0.6069 -0.2533 0.05 -0.24 -0.04
H 1.1290 1.3851 -2.3970 0.00 -0.06 0.00
H 0.0324 0.1534 -3.0355 0.02 0.01 -0.03
H 0.1215 -3.0801 0.7483 -0.07 0.01 0.12
H 1.4158 -3.6939 1.8890 0.24 0.04 -0.17

=====

# 2
60
Properties=species:S:1:pos:R:3:forces:R:3 method="wB97M-V/def2-TZVPD" e_lumo_ev="-1.47 / -1.47"
Os 2.6517 -0.0155 0.8243 -1.21 -0.46 1.60
S 2.5937 0.3462 3.0360 0.32 0.19 -0.58
C 4.1492 1.1958 3.0103 -0.14 -0.16 -0.44
S 4.6188 1.1628 1.3526 0.13 0.09 -0.08
C 4.7611 1.7475 4.0885 0.02 0.01 0.06
C 6.0181 2.4102 3.9449 0.01 -0.07 0.05
N 7.0405 2.9189 3.8081 -0.02 0.04 -0.01
C 4.1394 1.6813 5.3732 0.02 0.10 -0.03
N 3.6008 1.6428 6.3891 0.01 -0.05 0.02
O 0.7700 -1.2189 1.3282 0.01 0.37 -0.14
S -0.5120 -1.8857 0.8791 0.06 -0.26 -0.05
C -1.1039 -1.0648 -0.6123 -0.03 0.02 0.03
C -1.5611 0.3684 -0.5402 0.04 0.02 -0.05
C -2.5342 0.7876 -1.4456 0.04 0.02 -0.04
C -2.9424 2.1110 -1.4843 -0.01 -0.03 0.04
C -2.4003 3.0324 -0.5977 -0.02 0.00 0.02
C -1.4485 2.6196 0.3219 0.01 0.01 0.00
C -1.0235 1.2979 0.3451 0.01 -0.02 -0.02
C -1.7516 -1.3580 2.0843 -0.04 0.03 0.03
C -3.1066 -1.8562 1.6701 0.00 0.03 0.01
C -4.0795 -0.9523 1.2538 -0.01 0.00 0.00
C -5.3238 -1.4047 0.8406 0.01 -0.01 0.00
C -5.6013 -2.7643 0.8312 0.00 0.00 0.00
C -4.6354 -3.6706 1.2463 0.00 0.00 0.00
C -3.3935 -3.2189 1.6662 0.00 0.00 0.01
H -1.9022 -1.7086 -0.9879 -0.02 -0.01 0.04
H -0.2477 -1.1893 -1.2801 -0.04 0.01 -0.04
H -2.9646 0.0708 -2.1360 0.00 0.00 0.00
H -3.6831 2.4252 -2.2084 0.00 0.00 0.00
H -2.7166 4.0666 -0.6280 0.00 0.00 0.00
H -1.0186 3.3283 1.0181 -0.01 0.00 0.00
H -0.2725 0.9943 1.0630 0.05 0.03 -0.03
H -1.7154 -0.2726 2.1567 -0.01 -0.06 0.05
H -1.4038 -1.7902 3.0234 -0.01 -0.02 0.00
H -3.8597 0.1090 1.2563 -0.01 -0.01 0.00
H -6.0775 -0.6939 0.5278 0.00 0.00 0.00
H -6.5718 -3.1173 0.5081 0.00 0.00 0.00
H -4.8517 -4.7308 1.2508 0.00 0.00 0.00
H -2.6456 -3.9284 2.0014 0.01 0.00 -0.01
C 5.6186 -2.6940 -0.4667 0.02 0.02 -0.01
O 4.7920 -1.5413 -0.2218 -0.14 -0.10 0.05
C 3.7914 -1.6837 0.6587 0.54 0.23 -0.56
O 3.5544 -2.6800 1.2847 -0.18 0.19 0.18
H 6.6480 -2.3461 -0.4604 0.00 0.01 -0.01
H 5.3679 -3.0943 -1.4475 -0.01 -0.02 0.01
H 5.4654 -3.4462 0.3013 0.00 0.00 0.00
Br -1.0124 4.5953 -3.6700 0.02 0.01 -0.02
C -0.3269 2.8339 -3.6440 0.00 -0.01 0.00
C -0.6632 1.9575 -4.6652 0.01 0.01 0.00
C -0.1739 0.6586 -4.6424 -0.01 0.00 0.01
C 0.6298 0.2346 -3.5971 0.00 0.01 -0.02
C 0.9502 1.1262 -2.5796 0.00 0.01 0.04
C 0.4845 2.4365 -2.5987 -0.01 0.00 0.00
C 1.7273 0.6536 -1.4205 0.25 -0.04 0.01
O 2.1578 1.4720 -0.5262 0.09 -0.43 0.25
O 1.9696 -0.5657 -1.2112 0.23 0.30 -0.33
H -1.3003 2.2914 -5.4726 0.00 0.00 0.00
H -0.4265 -0.0210 -5.4453 0.00 0.00 0.00
H 1.0163 -0.7753 -3.5611 0.00 0.00 0.00
H 0.7354 3.1124 -1.7936 0.01 0.00 -0.01

=====

# 3
16
Properties=species:S:1:pos:R:3:forces:R:3 method="wB97M-V/def2-TZVPD" relative_energy_kcal_mol=44.4 e_lumo_ev=0.12
C -0.1292 -2.2747 -0.7259 1.34 0.01 0.47
C -0.5492 -1.0033 -0.7573 1.43 -0.50 0.79
N -1.5047 -0.4850 -1.6107 0.49 1.45 1.07
C -1.6984 0.8669 -1.1831 0.78 -2.53 -1.64
N -0.7885 1.2662 -0.4209 0.09 1.55 1.74
C -0.0642 0.1735 0.0186 4.09 0.06 3.85
C 0.9873 0.2754 1.0687 -3.79 0.33 -4.84
C 1.4873 1.5282 1.7322 0.68 0.52 -0.54
H -0.2793 -3.0055 -1.4941 -0.76 -0.14 -0.31
H 0.6840 -2.5813 -0.0519 -0.54 0.43 -0.11
H -2.1400 -1.1672 -1.9037 -1.58 -0.33 -0.75
H -2.3987 1.4654 -1.6633 -1.26 0.96 -0.65
H 1.5017 -0.6279 1.2390 0.45 -0.99 0.37
H 0.6547 1.9494 2.2944 0.18 0.36 0.11
H 1.9141 2.3415 1.0368 -0.91 -1.30 0.74
H 2.3231 1.2784 2.4211 -0.68 0.11 -0.29

=====

# 4
17
Properties=species:S:1:pos:R:3:forces:R:3 method="wB97M-V/def2-TZVPD" relative_energy_kcal_mol=65.8 e_lumo_ev=0.99
C -2.1237 -0.5935 0.4876 -0.08 0.08 0.05
C -1.1341 0.1691 -0.3690 0.09 -0.36 0.09
O -1.2129 1.5460 -0.0532 0.29 0.17 -0.26
C 0.2689 -0.3690 -0.1968 -0.22 -0.27 -0.21
C 1.4204 0.5367 -0.5764 -0.13 0.09 0.20
C 2.1551 -0.2811 0.4713 0.28 -0.04 0.29
O 0.8690 -0.4624 1.1177 -0.06 -0.96 0.30
H -3.1168 -0.1552 0.3826 0.00 -0.09 -0.03
H -2.1558 -1.6487 0.1862 -0.01 0.24 0.11
H -1.8295 -0.5201 1.5386 -0.02 -0.08 -0.13
H -1.3505 -0.0033 -1.4463 -0.06 0.17 0.33
H -0.4111 1.9568 -0.4243 -0.67 -0.01 0.22
H 0.3134 -1.3791 -0.6157 0.02 -0.02 -0.37
H 1.7116 0.6909 -1.6368 0.01 0.27 0.92
H 1.1490 1.3354 0.1520 0.55 0.89 -1.67
H 2.8405 0.2296 1.1522 0.14 -0.20 -0.26
H 2.5687 -1.2175 0.0569 -0.13 0.11 0.42

=====

| no. | DFT total energy (Eh) |
| --- | --- |
| 1 | -385.6703 |
| 2 | -5386.4306 |
| 3 | -342.8632 |
| 4 | -346.9205 |